{"formula": "C16H23AgCl3N2OPS", "method": "ωB97M-V/def2-TZVPD", "symbols": ["Ag", "Cl", "C", "C", "C", "Cl", "C", "O", "C", "Cl", "C", "H", "H", "C", "C", "P", "C", "C", "C", "C", "H", "H", "H", "H", "H", "H", "H", "H", "H", "H", "H", "H", "H", "H", "H", "C", "N", "C", "C", "N", "C", "S", "H", "H", "H", "H", "H", "H"], "xyz": [[1.24, 0.72, -0.53], [-3.71, -3.20, 4.11], [-2.68, -2.63, 2.83], [-1.79, -1.60, 3.07], [-0.98, -1.16, 2.04], [0.16, 0.12, 2.36], [-1.02, -1.68, 0.72], [-0.28, -1.25, -0.25], [-1.95, -2.74, 0.56], [-2.04, -3.49, -1.01], [-2.76, -3.21, 1.57], [-1.71, -1.15, 4.05], [-3.45, -4.02, 1.38], [0.22, 2.86, -3.55], [-0.99, 2.36, -2.77], [-0.63, 2.13, -0.99], [-0.60, 3.84, -0.33], [-0.40, 3.85, 1.18], [-2.17, 1.41, -0.32], [-3.45, 2.22, -0.51], [-0.01, 2.95, -4.62], [1.06, 2.17, -3.45], [0.55, 3.84, -3.21], [-1.32, 1.39, -3.15], [-1.84, 3.05, -2.89], [-1.51, 4.36, -0.62], [0.23, 4.35, -0.82], [-1.23, 3.36, 1.69], [-0.34, 4.87, 1.56], [0.51, 3.33, 1.46], [-1.98, 1.21, 0.74], [-2.25, 0.42, -0.78], [-3.39, 3.19, 0.00], [-4.30, 1.68, -0.09], [-3.67, 2.40, -1.56], [5.54, -2.42, 0.36], [4.14, -2.74, 0.20], [3.56, -3.99, 0.32], [2.24, -3.83, 0.12], [2.02, -2.50, -0.12], [3.18, -1.83, -0.07], [3.49, -0.16, -0.28], [6.10, -3.35, 0.47], [5.69, -1.79, 1.24], [5.90, -1.89, -0.52], [4.15, -4.87, 0.53], [1.43, -4.55, 0.12], [1.07, -2.03, -0.23]], "lowdin_charge": [0.42, 0.64, -0.69, -0.14, -0.58, 0.67, -0.52, -0.28, -0.59, 0.68, -0.14, 0.10, 0.10, -0.17, -0.41, 0.86, -0.41, -0.16, -0.40, -0.13, 0.07, 0.06, 0.06, 0.09, 0.08, 0.08, 0.08, 0.06, 0.07, 0.05, 0.05, 0.08, 0.06, 0.08, 0.06, -0.04, -0.14, -0.05, -0.06, 0.08, -0.76, 0.53, 0.09, 0.09, 0.08, 0.12, 0.12, 0.08], "molar_mass_g_mol": 536.64, "multiplicity": 1, "homo_energy_ev": -7.5, "energy_ev": -83685.8998}

{"formula": "C15H22N2O7P", "method": "ωB97M-V/def2-TZVPD", "symbols": ["C", "C", "C", "C", "C", "C", "C", "C", "N", "C", "C", "P", "O", "O", "O", "C", "C", "C", "C", "N", "O", "H", "H", "H", "H", "H", "H", "H", "H", "H", "H", "H", "H", "H", "H", "H", "H", "H", "H", "H", "H", "H", "H", "C", "O", "O", "O"], "xyz": [[3.04, -0.29, 1.07], [2.02, -0.01, -0.05], [2.62, 1.12, -0.91], [0.68, 0.46, 0.60], [-0.67, -0.15, 0.10], [-1.62, 0.97, -0.38], [-2.99, 1.04, -0.08], [-3.79, 2.06, -0.60], [-3.35, 3.01, -1.39], [-2.05, 2.95, -1.67], [-1.17, 1.97, -1.20], [-1.36, -1.00, 1.56], [-1.65, -0.20, 2.75], [-2.63, -1.86, 1.02], [-0.28, -2.15, 1.84], [-0.56, -1.23, -1.04], [0.78, -1.37, -1.79], [0.86, -2.78, -2.40], [0.88, -0.38, -2.97], [1.91, -1.26, -0.84], [1.98, -2.35, -0.08], [2.59, -0.86, 1.88], [3.41, 0.66, 1.46], [3.87, -0.87, 0.67], [3.53, 0.78, -1.40], [1.95, 1.50, -1.67], [2.87, 1.96, -0.25], [0.62, 1.54, 0.49], [0.75, 0.31, 1.68], [-3.45, 0.31, 0.57], [-4.84, 2.09, -0.34], [-1.66, 3.73, -2.31], [-0.13, 2.03, -1.48], [-3.36, -1.61, 1.60], [0.02, -2.03, 2.75], [-0.79, -2.21, -0.63], [-1.35, -1.01, -1.78], [0.49, -3.54, -1.72], [1.90, -2.99, -2.66], [0.28, -2.81, -3.33], [0.61, 0.64, -2.72], [1.90, -0.37, -3.37], [0.21, -0.70, -3.76], [-0.49, 1.26, 5.65], [0.16, 1.91, 4.82], [-1.51, 1.70, 6.30], [-0.22, 0.05, 6.01]], "mulliken_spin": [0.15, -1.00, 0.89, 0.31, -0.50, 0.37, -0.49, 0.31, -0.53, 0.82, -1.77, 0.20, -0.02, -0.15, 0.00, 1.32, -3.36, 1.41, 2.05, 0.94, 0.56, 0.08, -0.01, -0.07, -0.41, -0.07, 0.34, -0.03, 0.00, 0.02, 0.06, -0.17, 1.10, 0.06, -0.01, 0.04, -0.11, 0.17, -0.18, -0.21, 0.19, 0.12, -0.47, 0.06, -0.12, -0.48, -0.47], "molar_mass_g_mol": 373.32, "s2": 1.76, "multiplicity": 2, "homo_energy_ev": [2.5, -3.2], "energy_ev": -42511.7760, "charge": -2}

{"formula": "C41H39AsF15GeMnN4SSi2", "method": "ωB97M-V/def2-TZVPD", "symbols": ["Mn", "C", "N", "C", "C", "C", "C", "C", "C", "C", "N", "C", "C", "C", "C", "C", "C", "N", "C", "C", "H", "H", "H", "H", "H", "H", "H", "H", "H", "H", "H", "H", "H", "H", "H", "H", "H", "H", "H", "H", "N", "C", "H", "C", "Si", "C", "C", "As", "Si", "C", "C", "C", "H", "H", "H", "H", "H", "H", "H", "H", "H", "H", "H", "H", "H", "H", "H", "H", "H", "H", "F", "C", "C", "C", "F", "C", "F", "C", "F", "C", "F", "Ge", "S", "C", "C", "F", "C", "F", "C", "F", "C", "F", "C", "F", "C", "C", "F", "C", "F", "C", "F", "C", "F", "C", "F"], "xyz": [[12.32, 15.30, 10.16], [12.27, 14.29, 13.25], [12.75, 15.48, 12.51], [12.13, 16.67, 13.14], [14.18, 15.57, 12.57], [14.86, 15.73, 13.78], [16.25, 15.85, 13.79], [16.96, 15.87, 12.60], [16.30, 15.71, 11.39], [14.91, 15.48, 11.36], [14.20, 15.22, 10.22], [14.72, 14.58, 9.13], [15.89, 13.82, 9.14], [16.34, 13.22, 7.96], [15.62, 13.35, 6.79], [14.39, 14.03, 6.79], [13.92, 14.61, 7.95], [12.67, 15.32, 8.00], [11.58, 14.60, 7.29], [12.83, 16.63, 7.32], [12.47, 14.40, 14.34], [12.75, 13.40, 12.85], [11.20, 14.19, 13.07], [12.22, 16.64, 14.24], [11.06, 16.69, 12.86], [12.60, 17.59, 12.77], [14.27, 15.77, 14.69], [16.77, 15.95, 14.74], [18.04, 16.02, 12.60], [16.83, 15.75, 10.43], [16.44, 13.70, 10.07], [17.27, 12.64, 7.98], [15.98, 12.90, 5.87], [13.80, 14.09, 5.88], [11.76, 14.59, 6.20], [10.64, 15.13, 7.50], [11.49, 13.58, 7.68], [13.06, 16.48, 6.25], [13.66, 17.17, 7.78], [11.90, 17.20, 7.41], [12.67, 18.27, 10.17], [12.42, 17.12, 10.21], [12.69, 19.26, 10.33], [6.90, 14.39, 8.96], [8.28, 13.84, 10.17], [7.60, 13.62, 11.95], [8.90, 12.21, 9.42], [10.04, 15.54, 10.44], [8.70, 17.54, 10.06], [8.12, 17.74, 8.25], [9.65, 19.13, 10.54], [7.26, 17.38, 11.31], [6.13, 13.60, 8.92], [7.29, 14.54, 7.95], [6.40, 15.33, 9.26], [6.79, 12.88, 11.94], [7.20, 14.56, 12.34], [8.39, 13.27, 12.62], [8.09, 11.45, 9.46], [9.75, 11.83, 9.99], [9.21, 12.34, 8.38], [8.99, 17.88, 7.58], [7.48, 18.63, 8.16], [7.56, 16.87, 7.90], [10.30, 19.46, 9.72], [10.26, 18.98, 11.45], [8.92, 19.93, 10.75], [6.57, 16.55, 11.08], [6.65, 18.30, 11.34], [7.65, 17.20, 12.33], [10.42, 11.91, 12.45], [10.71, 10.59, 12.58], [11.68, 10.04, 11.77], [11.95, 8.69, 11.98], [12.90, 8.12, 11.20], [11.30, 7.94, 12.93], [11.60, 6.63, 13.10], [10.32, 8.53, 13.71], [9.67, 7.82, 14.65], [10.02, 9.87, 13.53], [9.08, 10.47, 14.29], [12.58, 10.98, 10.27], [12.21, 13.06, 10.18], [11.78, 10.27, 8.59], [12.43, 10.59, 7.42], [13.54, 11.36, 7.53], [11.99, 10.17, 6.18], [12.65, 10.53, 5.05], [10.86, 9.39, 6.10], [10.40, 8.98, 4.90], [10.18, 9.04, 7.26], [9.06, 8.28, 7.19], [10.64, 9.49, 8.48], [9.95, 9.18, 9.61], [14.46, 10.38, 10.25], [15.40, 10.99, 11.05], [14.96, 12.03, 11.81], [16.72, 10.60, 11.12], [17.60, 11.25, 11.91], [17.13, 9.51, 10.36], [18.41, 9.09, 10.42], [16.22, 8.86, 9.55], [16.60, 7.78, 8.84], [14.92, 9.30, 9.49], [14.04, 8.66, 8.68]], "mulliken_spin": [1.40, 0.02, 0.01, 0.01, 0.09, -0.07, 0.11, -0.06, 0.13, -0.04, 0.33, -0.04, 0.15, -0.05, 0.11, -0.05, 0.08, -0.06, 0.04, 0.02, 0.00, -0.01, 0.00, 0.00, 0.02, -0.01, 0.00, 0.00, 0.00, 0.00, 0.00, 0.00, 0.00, 0.00, 0.01, 0.00, -0.01, 0.00, 0.00, 0.00, -0.01, -0.08, 0.00, 0.01, 0.00, 0.03, 0.01, 0.77, 0.01, 0.03, 0.00, 0.01, 0.00, 0.00, 0.00, 0.00, 0.00, -0.01, 0.00, 0.00, 0.00, 0.00, 0.00, 0.00, 0.00, 0.00, 0.00, 0.00, 0.00, 0.00, 0.00, -0.01, 0.00, 0.00, 0.00, 0.00, 0.00, 0.00, 0.00, 0.00, 0.00, -0.01, 0.06, -0.01, 0.01, -0.01, 0.00, 0.00, 0.00, 0.00, 0.00, 0.00, 0.00, 0.00, 0.01, 0.00, 0.00, 0.00, 0.00, 0.00, 0.00, 0.00, 0.00, 0.00, 0.00], "molar_mass_g_mol": 1163.47, "s2": 3.84, "multiplicity": 4, "homo_energy_ev": [-10.5, -10.4], "energy_ev": -265130.0125, "charge": 1}

{"formula": "C24H25N3O4", "method": "ωB97M-V/def2-TZVPD", "symbols": ["O", "C", "C", "N", "C", "O", "C", "C", "C", "C", "C", "C", "C", "O", "N", "C", "C", "C", "C", "C", "C", "C", "O", "N", "C", "C", "C", "C", "C", "C", "C", "H", "H", "H", "H", "H", "H", "H", "H", "H", "H", "H", "H", "H", "H", "H", "H", "H", "H", "H", "H", "H", "H", "H", "H", "H"], "xyz": [[-1.19, -1.55, 2.16], [-2.12, -1.61, 1.38], [-2.36, -2.82, 0.47], [-2.05, -2.43, -0.89], [-0.77, -2.54, -1.43], [0.15, -3.11, -0.90], [-0.84, -1.86, -2.74], [0.12, -1.68, -3.72], [-0.24, -0.97, -4.86], [-1.52, -0.46, -5.01], [-2.49, -0.64, -4.03], [-2.13, -1.35, -2.90], [-2.89, -1.66, -1.67], [-4.02, -1.35, -1.36], [-3.02, -0.62, 1.20], [-2.76, 0.71, 1.61], [-3.74, 1.45, 2.25], [-3.46, 2.74, 2.67], [-2.20, 3.28, 2.46], [-1.22, 2.55, 1.82], [-1.50, 1.26, 1.37], [-0.50, 0.48, 0.56], [-0.80, 0.01, -0.52], [0.72, 0.40, 1.11], [1.76, -0.45, 0.55], [2.79, -0.82, 1.62], [3.30, 0.30, 2.52], [4.20, 1.33, 1.84], [3.60, 1.96, 0.59], [3.59, 1.01, -0.60], [2.33, 0.16, -0.74], [-1.69, -3.63, 0.75], [-3.41, -3.14, 0.51], [1.12, -2.07, -3.59], [0.49, -0.80, -5.63], [-1.77, 0.09, -5.90], [-3.48, -0.24, -4.14], [-3.79, -0.76, 0.56], [-4.71, 1.02, 2.42], [-4.22, 3.32, 3.16], [-1.98, 4.29, 2.80], [-0.25, 2.98, 1.62], [0.81, 0.67, 2.08], [1.26, -1.39, 0.25], [3.63, -1.31, 1.13], [2.32, -1.57, 2.27], [3.87, -0.16, 3.33], [2.47, 0.83, 2.99], [4.43, 2.11, 2.57], [5.15, 0.85, 1.57], [4.20, 2.84, 0.34], [2.58, 2.31, 0.79], [3.71, 1.58, -1.53], [4.46, 0.35, -0.53], [2.54, -0.65, -1.44], [1.53, 0.77, -1.18]], "lowdin_charge": [0.10, -0.44, 0.00, 0.05, -0.36, 0.13, -0.08, 0.01, -0.06, -0.06, 0.01, -0.08, -0.36, 0.11, 0.15, -0.16, 0.00, -0.08, -0.08, -0.02, -0.07, -0.43, 0.10, 0.13, -0.28, -0.13, -0.20, -0.21, -0.20, -0.20, -0.14, 0.14, 0.14, 0.12, 0.11, 0.11, 0.12, 0.13, 0.12, 0.10, 0.10, 0.11, 0.13, 0.12, 0.12, 0.12, 0.11, 0.10, 0.11, 0.11, 0.11, 0.10, 0.11, 0.11, 0.11, 0.11], "molar_mass_g_mol": 419.48, "multiplicity": 1, "smiles": "O=C(CN1C(=O)c2ccccc2C1=O)Nc1ccccc1C(=O)NC1CCCCCC1", "homo_energy_ev": -8.9, "energy_ev": -37956.8758}

{"formula": "C11H20IO6S", "method": "ωB97M-V/def2-TZVPD", "symbols": ["O", "C", "I", "C", "C", "C", "O", "C", "O", "C", "C", "O", "H", "H", "H", "H", "H", "H", "H", "H", "H", "H", "H", "H", "C", "C", "C", "S", "O", "O", "C", "H", "H", "H", "H", "H", "H", "H", "H"], "xyz": [[4.47, 1.17, 3.77], [3.86, 0.25, 3.42], [3.00, -1.01, 4.99], [3.62, -0.09, 1.94], [4.02, -1.56, 1.54], [2.97, -2.11, 0.53], [2.16, -3.21, 1.02], [1.15, -2.79, 1.85], [0.24, -1.89, 1.22], [-0.56, -1.20, 2.15], [-0.86, 0.22, 1.54], [0.23, 0.73, 0.78], [2.53, 0.10, 1.76], [4.16, 0.68, 1.37], [4.03, -2.18, 2.46], [3.54, -2.52, -0.33], [2.38, -1.26, 0.12], [0.56, -3.71, 2.10], [1.52, -2.42, 2.83], [-1.53, -1.74, 2.30], [-0.03, -1.03, 3.10], [-1.75, 0.19, 0.88], [-1.05, 0.95, 2.35], [0.73, 1.33, 1.35], [-1.95, 0.55, -3.49], [-2.82, 1.51, -4.29], [-3.81, 2.16, -3.31], [-3.00, 2.15, -1.71], [-3.74, 1.28, -0.83], [-2.67, 3.51, -1.34], [-1.52, 1.31, -2.24], [-1.08, 0.21, -4.06], [-2.53, -0.33, -3.20], [-2.20, 2.29, -4.74], [-3.35, 1.00, -5.10], [-4.05, 3.18, -3.59], [-4.73, 1.57, -3.23], [-1.16, 0.66, -1.44], [-0.77, 2.07, -2.47]], "lowdin_charge": [-0.01, -0.84, 0.69, -0.30, -0.23, -0.28, -0.13, -0.30, -0.13, -0.20, -0.20, -0.09, 0.08, 0.09, -0.02, 0.08, 0.09, 0.13, 0.05, 0.12, 0.10, 0.10, 0.12, 0.08, -0.22, -0.22, -0.23, 0.66, -0.32, -0.33, -0.22, 0.12, 0.12, 0.11, 0.11, 0.10, 0.10, 0.09, 0.11], "molar_mass_g_mol": 407.25, "multiplicity": 1, "homo_energy_ev": -1.9, "energy_ev": -42949.3803, "charge": -1}

{"formula": "C45H60Cl3GeN5OSV", "method": "ωB97M-V/def2-TZVPD", "symbols": ["V", "C", "C", "C", "C", "C", "C", "C", "C", "C", "C", "C", "C", "N", "C", "C", "N", "C", "C", "C", "C", "C", "C", "C", "C", "C", "C", "C", "C", "C", "C", "C", "C", "C", "C", "C", "C", "C", "C", "H", "H", "H", "H", "H", "H", "H", "H", "H", "H", "H", "H", "H", "H", "H", "H", "H", "H", "H", "H", "H", "H", "H", "H", "H", "H", "H", "H", "H", "H", "H", "H", "H", "H", "H", "H", "H", "H", "H", "H", "O", "N", "Cl", "Ge", "Cl", "Cl", "C", "C", "C", "C", "N", "C", "S", "N", "C", "C", "C", "C", "H", "H", "H", "H", "H", "H", "H", "H", "H", "H", "H", "H", "H", "H", "H", "H", "H", "H", "H", "H"], "xyz": [[-0.12, -0.45, 0.10], [1.54, -0.36, -2.66], [2.75, 0.61, -2.55], [2.76, 1.51, -3.80], [3.02, 1.42, -1.32], [4.32, 1.89, -1.07], [4.62, 2.82, -0.08], [3.61, 3.38, 0.67], [2.29, 2.96, 0.50], [1.25, 3.53, 1.46], [1.45, 3.22, 3.01], [1.19, 5.07, 1.27], [2.03, 1.91, -0.45], [0.71, 1.39, -0.52], [-0.16, 2.28, -0.90], [-1.58, 1.99, -0.82], [-1.96, 0.76, -0.57], [-3.31, 0.39, -0.77], [-4.17, 0.34, 0.33], [-5.52, 0.12, 0.10], [-6.04, -0.04, -1.17], [-5.16, -0.12, -2.24], [-3.80, 0.13, -2.05], [-2.91, 0.09, -3.29], [-3.18, -1.26, -4.00], [-3.20, 1.25, -4.24], [-3.77, 0.62, 1.74], [-4.78, 0.08, 2.80], [-3.50, 2.15, 1.98], [-2.34, 3.14, -1.24], [-3.64, 3.37, -1.41], [-4.10, 4.63, -1.81], [-3.21, 5.58, -2.21], [-1.78, 5.33, -2.10], [-0.75, 6.20, -2.55], [0.55, 5.69, -2.60], [0.96, 4.49, -2.00], [0.00, 3.63, -1.52], [-1.38, 4.14, -1.58], [1.63, -1.00, -3.56], [0.58, 0.17, -2.71], [1.50, -1.09, -1.79], [3.60, -0.11, -2.68], [1.77, 1.93, -4.03], [2.99, 0.93, -4.71], [3.56, 2.32, -3.74], [5.12, 1.56, -1.72], [5.61, 3.12, 0.24], [3.83, 4.04, 1.47], [0.30, 3.12, 1.18], [2.45, 3.57, 3.39], [1.23, 2.18, 3.18], [0.77, 3.82, 3.63], [1.88, 5.61, 1.93], [0.19, 5.37, 1.52], [1.38, 5.44, 0.26], [-6.21, 0.04, 0.94], [-7.06, -0.28, -1.37], [-5.60, -0.17, -3.25], [-1.89, 0.09, -2.96], [-4.06, -1.18, -4.59], [-3.26, -2.14, -3.25], [-2.33, -1.48, -4.63], [-4.28, 1.25, -4.40], [-2.64, 1.04, -5.20], [-2.76, 2.10, -3.83], [-2.82, 0.08, 1.94], [-5.65, 0.71, 3.01], [-4.29, -0.07, 3.81], [-5.21, -0.94, 2.63], [-4.20, 2.77, 1.44], [-2.47, 2.36, 1.66], [-3.62, 2.25, 3.02], [-4.31, 2.59, -1.15], [-5.13, 4.85, -1.90], [-3.50, 6.60, -2.59], [-0.95, 7.26, -2.81], [1.37, 6.23, -3.04], [1.99, 4.22, -2.01], [2.84, 0.01, 3.19], [2.47, 0.17, 2.18], [-1.29, -2.27, -1.55], [-3.47, -2.77, -0.74], [-2.85, -2.58, 1.38], [-0.37, -0.02, 2.32], [1.74, -5.55, -0.66], [1.02, -6.68, 0.22], [-0.14, -6.04, 1.07], [0.44, -5.14, 2.23], [0.74, -3.79, 1.78], [1.82, -3.05, 1.97], [2.07, -1.78, 0.85], [2.78, -3.19, 2.84], [2.79, -4.05, 4.06], [4.22, -4.22, 4.53], [5.09, -5.26, 3.74], [5.55, -4.86, 2.34], [2.33, -5.96, -1.44], [2.49, -4.91, -0.17], [1.04, -4.92, -1.09], [1.72, -7.11, 0.88], [0.66, -7.59, -0.33], [-0.65, -6.90, 1.57], [-0.90, -5.51, 0.47], [1.33, -5.64, 2.59], [-0.31, -4.97, 3.05], [-0.08, -3.36, 1.33], [3.70, -2.78, 2.66], [2.34, -5.04, 3.88], [2.18, -3.51, 4.88], [4.31, -4.48, 5.59], [4.77, -3.27, 4.50], [4.54, -6.22, 3.71], [5.88, -5.51, 4.40], [4.74, -4.86, 1.59], [6.29, -5.61, 2.02], [5.96, -3.82, 2.41]], "mulliken_spin": [2.87, 0.04, -0.03, 0.00, -0.05, 0.01, 0.00, 0.00, -0.03, 0.01, 0.00, 0.00, 0.08, -0.10, 0.05, 0.10, -0.05, -0.02, -0.02, 0.00, 0.00, 0.00, -0.01, 0.02, 0.00, 0.00, 0.04, 0.00, 0.00, 0.00, 0.00, 0.00, 0.01, -0.01, 0.02, -0.01, 0.01, 0.00, 0.00, 0.00, 0.00, -0.03, 0.00, 0.00, 0.00, 0.00, 0.00, 0.00, 0.00, 0.01, 0.00, 0.00, 0.00, 0.00, 0.00, 0.00, 0.00, 0.00, 0.00, 0.01, 0.00, 0.00, 0.00, 0.00, 0.00, 0.00, -0.01, 0.00, 0.00, 0.00, 0.00, 0.00, 0.00, 0.00, 0.00, 0.00, 0.00, 0.00, 0.00, 0.02, 0.03, 0.02, 0.00, 0.00, 0.03, 0.00, 0.00, 0.00, 0.00, 0.00, 0.02, -0.03, 0.00, 0.00, 0.00, 0.00, 0.00, 0.00, 0.00, 0.00, 0.00, 0.00, 0.00, 0.00, 0.00, 0.00, 0.01, 0.00, 0.00, 0.00, 0.00, 0.00, 0.00, 0.00, 0.00, 0.00, 0.00], "molar_mass_g_mol": 948.99, "s2": 3.77, "multiplicity": 4, "homo_energy_ev": [-12.8, -13.0], "energy_ev": -187730.8641, "charge": 2}